{"formula": "C25H45N3O34S8", "method": "ωB97M-V/def2-TZVPD", "lumo_energy_ev": -0.50, "homo_ev": -7.8, "total_charge": 0, "spin_multiplicity": 1, "gap_ev": 7.34, "elements": ["C", "N", "O", "O", "H", "H", "H", "C", "C", "O", "S", "O", "O", "O", "H", "H", "H", "H", "C", "C", "O", "S", "O", "O", "O", "H", "H", "H", "H", "C", "C", "O", "S", "O", "O", "O", "H", "H", "H", "H", "C", "C", "O", "S", "O", "O", "O", "H", "H", "H", "H", "C", "C", "O", "S", "O", "O", "O", "H", "H", "H", "H", "C", "C", "O", "S", "O", "O", "O", "H", "H", "H", "H", "C", "C", "O", "S", "O", "O", "O", "H", "H", "H", "H", "C", "C", "O", "S", "O", "O", "O", "H", "H", "H", "H", "N", "C", "C", "C", "C", "H", "H", "H", "H", "H", "N", "C", "C", "C", "C", "H", "H", "H", "H", "H"], "coordinates": [[5.7700, -1.5212, 0.2063], [4.2448, -1.7004, 0.1968], [3.6288, -1.8044, -0.8359], [3.6856, -1.6854, 1.2503], [5.9653, -0.6792, 0.8705], [6.2314, -1.4269, -0.7767], [6.1039, -2.4235, 0.7186], [0.3163, 1.8754, 3.5167], [-0.4501, 1.9187, 4.8323], [-0.5854, 3.1866, 5.3082], [0.7079, 4.0824, 4.6980], [1.9294, 3.6806, 5.4005], [0.4956, 5.5312, 4.5277], [0.4943, 3.2517, 3.2431], [-0.2723, 1.4659, 2.6958], [1.2598, 1.3480, 3.6575], [0.2551, 1.4896, 5.5441], [-1.4681, 1.5363, 4.7582], [-5.4653, 0.5086, 0.4438], [-5.3327, 1.8020, -0.3580], [-6.3382, 2.7109, 0.1397], [-7.2834, 2.0582, 1.2957], [-8.4103, 1.2858, 0.6794], [-7.6747, 2.9184, 2.4125], [-6.0575, 1.0161, 1.6942], [-4.5408, -0.0631, 0.5241], [-6.2527, 0.0604, -0.1622], [-5.4878, 1.7098, -1.4330], [-4.4002, 2.3350, -0.1718], [0.4294, 0.7618, 0.0070], [0.5689, -0.1593, -1.2126], [-0.3387, -1.2266, -0.8585], [-1.7427, -0.6868, -0.1155], [-2.4046, -1.5934, 0.8860], [-2.5653, -0.1134, -1.1700], [-0.8542, 0.5227, 0.5378], [0.5463, 1.7956, -0.3179], [1.0898, 0.6435, 0.8661], [1.6270, -0.3822, -1.3493], [0.2818, 0.3735, -2.1191], [2.6032, 1.2124, -4.8210], [3.1898, 0.4254, -5.9767], [4.5052, 0.0645, -5.6436], [4.6951, -0.1903, -3.9858], [5.8211, 0.4964, -3.3735], [4.6478, -1.6497, -3.6962], [3.2162, 0.5413, -3.7088], [1.5367, 1.1843, -4.5976], [2.9719, 2.2374, -4.8605], [3.0200, 0.9543, -6.9146], [2.4981, -0.4070, -6.1056], [-0.0808, 5.9186, -3.4047], [0.9772, 5.0414, -2.8175], [0.2682, 4.1957, -1.9165], [-1.3609, 4.0209, -2.2464], [-2.1164, 4.3283, -1.0237], [-1.5226, 2.7788, -2.9689], [-1.3998, 5.2965, -3.3287], [0.0885, 6.1230, -4.4619], [-0.0765, 6.8632, -2.8607], [1.7295, 5.5285, -2.1971], [1.5643, 4.4685, -3.5353], [1.7537, -1.2905, 5.4187], [2.0984, -1.3575, 3.9559], [0.8445, -1.0763, 3.2504], [-0.3570, -1.8302, 4.0895], [-0.2820, -3.3091, 4.0507], [-1.6908, -1.1602, 3.9581], [0.3631, -1.2640, 5.4808], [2.2784, -0.4635, 5.8971], [1.9806, -2.1821, 6.0033], [2.2684, -2.3808, 3.6213], [2.9691, -0.7964, 3.6166], [0.7770, -3.6137, 0.3710], [1.7660, -4.5797, 1.0492], [1.7076, -5.7542, 0.2629], [0.2305, -5.9588, -0.4973], [-0.5831, -7.0146, 0.1288], [0.4978, -6.0321, -1.9589], [-0.2977, -4.4731, 0.0008], [1.2134, -3.1957, -0.5362], [0.5527, -2.6996, 0.9207], [1.5348, -4.8237, 2.0861], [2.7125, -4.0400, 1.0146], [-1.3471, -1.7786, -4.2327], [-0.5184, -0.6987, -4.9801], [0.7892, -1.0735, -4.6388], [1.0263, -2.7501, -4.4519], [2.1048, -3.0986, -3.4840], [1.1354, -3.4139, -5.7536], [-0.5491, -2.8698, -3.8783], [-2.0438, -2.1784, -4.9695], [-1.8435, -1.4519, -3.3190], [-0.8361, 0.3199, -4.7572], [-0.5731, -0.7653, -6.0667], [2.5376, 3.4880, -0.0298], [3.0417, 2.7414, -1.0721], [3.8115, 1.6932, -0.6034], [3.8277, 1.8234, 0.7721], [3.0221, 2.8966, 1.0942], [1.8155, 4.1910, -0.0958], [2.7105, 2.8958, -2.0884], [4.1970, 0.8721, -1.1896], [4.2860, 1.1479, 1.4792], [2.7319, 3.2335, 2.0785], [-6.2283, -2.0824, 3.6253], [-6.5548, -3.4016, 3.7983], [-5.6050, -4.1745, 3.2063], [-4.6488, -3.2232, 2.5897], [-4.9729, -1.9630, 3.0843], [-6.7689, -1.3519, 4.0662], [-7.4618, -3.8079, 4.2209], [-5.5501, -5.2367, 3.0189], [-3.8293, -3.5164, 1.9503], [-4.5264, -1.0062, 2.8573]], "lowdin_charge": [0.09, -0.42, 0.07, 0.04, 0.09, 0.10, 0.10, -0.19, -0.24, -0.18, 0.79, -0.25, -0.24, -0.22, 0.12, 0.11, 0.12, 0.15, -0.14, -0.16, -0.22, 0.74, -0.28, -0.24, -0.23, 0.10, 0.12, 0.14, 0.12, -0.17, -0.12, -0.23, 0.77, -0.24, -0.25, -0.22, 0.11, 0.12, 0.12, 0.12, -0.16, -0.21, -0.17, 0.77, -0.25, -0.26, -0.25, 0.12, 0.12, 0.14, 0.11, -0.15, -0.19, -0.25, 0.74, -0.23, -0.25, -0.19, 0.14, 0.13, 0.14, 0.12, -0.20, -0.16, -0.25, 0.77, -0.23, -0.24, -0.21, 0.13, 0.14, 0.11, 0.13, -0.18, -0.18, -0.20, 0.78, -0.25, -0.26, -0.20, 0.11, 0.11, 0.13, 0.11, -0.17, -0.17, -0.28, 0.80, -0.24, -0.24, -0.19, 0.13, 0.11, 0.13, 0.13, 0.05, -0.14, -0.10, -0.11, -0.13, 0.14, 0.09, 0.07, 0.09, 0.10, 0.00, -0.17, -0.09, -0.08, -0.14, 0.15, 0.10, 0.09, 0.07, 0.09]}

***

{"formula": "C13H18BrNO2", "method": "ωB97M-V/def2-TZVPD", "lumo_energy_ev": 0.76, "homo_ev": -8.5, "total_charge": 0, "spin_multiplicity": 1, "gap_ev": 9.23, "elements": ["C", "H", "O", "C", "C", "C", "C", "C", "C", "C", "N", "H", "C", "H", "C", "H", "O", "C", "H", "C", "H", "H", "C", "H", "H", "H", "H", "H", "H", "H", "Br", "H", "H", "H", "H"], "coordinates": [[-1.7470, -2.7462, 0.7479], [-0.7084, -3.1974, 0.3770], [-1.8482, -1.5144, 0.6144], [-0.9145, -0.6595, 1.4378], [0.1959, -1.1794, 2.3348], [0.8076, -0.2145, 3.1837], [0.6411, 1.2720, 3.0444], [-0.1914, 1.4852, 2.1581], [-1.0009, 0.6838, 1.4185], [-1.9651, 1.3227, 0.2651], [-1.6895, 0.8364, -0.8828], [-2.2467, 1.0005, -1.5550], [-0.0897, 1.5350, -1.4908], [0.2967, 1.4676, -0.5536], [0.4361, 0.6140, -2.5380], [-0.3121, 0.9360, -3.4193], [1.7109, 1.2874, -2.9648], [2.5738, 0.5914, -2.0465], [3.3470, 0.0368, -2.7561], [1.7643, -0.6455, -1.3740], [1.7931, -0.5946, -0.2889], [2.2949, -1.5352, -1.4020], [0.4072, -0.7862, -2.0948], [0.4534, -1.2774, -2.9604], [-0.2614, -1.3709, -1.4188], [2.9510, 1.1282, -1.3648], [-0.2546, 2.6721, -1.8173], [-2.1692, 2.2787, 0.4700], [-3.0189, 1.0098, 0.5142], [-0.3670, 2.7194, 1.9563], [1.6744, 2.1056, 4.1067], [1.5835, -0.8040, 3.9030], [0.0330, -2.2444, 2.5173], [-2.3004, -3.1053, 0.0674], [-1.8790, -3.1078, 1.8110]], "lowdin_charge": [-0.26, 0.14, -0.08, -0.09, 0.00, -0.11, -0.93, -0.19, -0.13, -0.29, 0.04, 0.02, 0.02, 0.04, -0.38, 0.18, -0.10, -0.13, 0.16, -0.12, 0.10, 0.07, -0.10, 0.07, 0.13, 0.03, 0.16, 0.07, 0.15, 0.19, 0.95, 0.14, 0.09, 0.03, 0.12]}

***

{"formula": "C4H8O2", "method": "ωB97M-V/def2-TZVPD", "lumo_energy_ev": [0.09, 0.09], "homo_ev": [-8.7, -8.7], "total_charge": 0, "spin_multiplicity": 1, "gap_ev": [8.79, 8.79], "elements": ["C", "C", "O", "C", "C", "O", "H", "H", "H", "H", "H", "H", "H", "H"], "coordinates": [[0.0521, 1.6916, -0.0587], [-0.3990, 0.0083, 1.3178], [0.5811, -0.8042, 1.0284], [0.7931, -0.9427, -0.3416], [-0.2438, -1.6896, -1.0745], [-0.1281, -2.0854, -2.2151], [0.8723, 2.1575, -0.6343], [0.0383, 2.2252, 0.8887], [-0.8877, 1.8725, -0.5894], [-0.4325, 0.2839, 2.3708], [-1.3426, -0.0579, 0.7787], [1.8173, -1.2753, -0.5197], [0.4735, 0.4773, -0.4428], [-1.1938, -1.8610, -0.5082]], "lowdin_charge": [-0.07, -0.06, -0.11, -0.18, -0.28, 0.03, 0.05, 0.03, 0.05, 0.11, 0.10, 0.13, 0.07, 0.12]}

***

{"formula": "C3H13N3P", "method": "ωB97M-V/def2-TZVPD", "lumo_energy_ev": -3.13, "homo_ev": -12.9, "total_charge": 1, "spin_multiplicity": 1, "gap_ev": 9.77, "elements": ["C", "C", "C", "N", "N", "N", "P", "H", "H", "H", "H", "H", "H", "H", "H", "H", "H", "H", "H", "H"], "coordinates": [[2.8737, 0.1959, 0.2316], [0.6152, -0.7088, 1.0332], [1.4466, -0.1503, -0.1577], [-3.5085, -0.4057, -0.2590], [-0.6595, -1.0649, 0.4736], [0.6082, 1.0506, -0.6336], [-1.2421, 0.2179, -0.2666], [3.5015, 0.3115, -0.5704], [2.8975, 1.0732, 0.8456], [3.3138, -0.7760, 0.5763], [1.0249, -1.6831, 1.4925], [0.6000, 0.0561, 1.7602], [1.4727, -0.9647, -0.9801], [-3.9065, -1.0153, -0.9498], [-3.1934, -0.9062, 0.6480], [0.7938, 1.8823, 0.0142], [-4.1726, 0.3759, -0.0242], [0.8490, 1.1734, -1.5689], [-1.8713, 1.4595, 0.0045], [-1.4431, -0.1212, -1.6695]], "lowdin_charge": [-0.05, -0.32, -0.38, -0.04, -0.26, -0.01, 0.85, 0.05, 0.08, 0.12, 0.16, 0.09, 0.18, 0.06, 0.09, 0.17, 0.09, 0.09, 0.02, 0.04]}

***

{"formula": "C2H5OPS", "method": "ωB97M-V/def2-TZVPD", "lumo_energy_ev": [-0.44, -0.44], "homo_ev": [-7.7, -7.7], "total_charge": 0, "spin_multiplicity": 1, "gap_ev": [7.25, 7.25], "elements": ["C", "C", "O", "P", "S", "H", "H", "H", "H", "H"], "coordinates": [[0.4338, 1.1818, 0.8276], [-0.5082, -0.9287, -0.3580], [-0.8666, -1.4798, -1.5231], [1.2340, -0.4299, 0.0370], [-1.0272, 1.5147, -0.1022], [0.1675, 0.6478, 1.6829], [1.1967, 2.0080, 1.0935], [-1.0958, -1.0435, 0.4970], [-1.7496, -1.8525, -1.6126], [1.6197, 0.1707, -1.2242]], "lowdin_charge": [-0.88, -0.51, -0.02, 0.83, 0.47, -0.05, 0.06, 0.03, 0.12, -0.06]}

***

{"formula": "C38H67BrIrO9PSi3", "method": "ωB97M-V/def2-TZVPD", "s2": 0.75, "lumo_energy_ev": [-2.70, -2.98], "homo_ev": [-10.1, -10.3], "total_charge": 1, "spin_multiplicity": 2, "gap_ev": [7.38, 7.28], "elements": ["Ir", "C", "C", "C", "C", "C", "C", "C", "Br", "C", "O", "C", "C", "C", "C", "C", "C", "H", "H", "H", "H", "H", "H", "H", "H", "H", "H", "H", "H", "H", "H", "H", "H", "H", "H", "H", "H", "C", "O", "Si", "C", "C", "C", "Si", "C", "C", "C", "Si", "C", "C", "C", "H", "H", "H", "H", "H", "H", "H", "H", "H", "H", "H", "H", "H", "H", "H", "H", "H", "H", "H", "H", "H", "H", "H", "H", "H", "H", "H", "O", "C", "O", "C", "C", "C", "C", "O", "C", "O", "C", "C", "H", "H", "H", "H", "H", "C", "C", "O", "P", "O", "C", "C", "O", "C", "C", "H", "H", "H", "H", "H", "H", "H", "H", "H", "H", "H", "H", "H", "H", "H"], "coordinates": [[-0.4055, 0.5765, 1.0084], [3.7650, -3.9045, 4.9226], [2.9893, -2.9555, 5.8352], [2.3472, -3.7735, 6.9625], [3.9807, -1.9516, 6.4379], [1.9121, -2.1974, 5.0729], [1.6319, -2.4198, 3.7363], [0.6883, -1.6131, 3.1316], [0.2084, -2.0101, 1.3357], [0.0241, -0.5452, 3.7112], [-0.7217, 0.2998, 2.9732], [0.1664, -0.4388, 5.1189], [1.1300, -1.2382, 5.7232], [-0.6892, 0.4969, 5.9873], [-2.1625, 0.4012, 5.5789], [-0.6195, 0.1189, 7.4731], [-0.1856, 1.9393, 5.8662], [4.5368, -4.4124, 5.4998], [4.2547, -3.3667, 4.1091], [3.1196, -4.6711, 4.4920], [3.1128, -4.3081, 7.5242], [1.6458, -4.5050, 6.5591], [1.8051, -3.1366, 7.6607], [4.7627, -2.4780, 6.9839], [3.4925, -1.2694, 7.1326], [4.4523, -1.3565, 5.6539], [2.1215, -3.1914, 3.1627], [1.2777, -1.1202, 6.7840], [-2.5578, -0.5897, 5.8086], [-2.3008, 0.5808, 4.5170], [-2.7457, 1.1316, 6.1404], [-0.8608, -0.9321, 7.6350], [-1.3476, 0.7194, 8.0196], [0.3568, 0.3236, 7.9120], [-0.3473, 2.3376, 4.8692], [0.8809, 1.9912, 6.0979], [-0.7086, 2.5792, 6.5787], [-2.9769, 1.5491, -0.5316], [-1.6774, 1.0892, -0.8970], [-1.1283, 1.2209, -2.4871], [-0.3733, 2.8928, -2.7170], [-2.6483, 1.0793, -3.5407], [0.0531, -0.2768, -3.0081], [-0.6740, -2.0534, -3.0518], [-1.7933, -2.2745, -1.5770], [0.3528, -3.5859, -3.3169], [-1.6784, -1.9624, -4.6486], [1.5968, 0.2002, -4.0815], [2.6271, 1.5520, -3.3000], [2.6492, -1.2321, -4.6105], [0.7482, 0.8610, -5.6293], [-3.0269, 2.6369, -0.6061], [-3.1525, 1.2449, 0.4970], [-3.7375, 1.1008, -1.1701], [-1.1817, 3.6209, -2.8138], [0.2358, 2.9561, -3.6130], [0.2451, 3.1688, -1.8641], [-3.2451, 1.9816, -3.3866], [-3.2540, 0.2084, -3.3005], [-2.4049, 1.0367, -4.5992], [-1.4157, -1.7483, -0.6934], [-1.8642, -3.3339, -1.3263], [-2.7969, -1.8983, -1.7705], [1.0831, -3.7654, -2.5292], [0.8729, -3.5945, -4.2682], [-0.3651, -4.4082, -3.3247], [-2.1789, -1.0307, -4.8536], [-2.4398, -2.7465, -4.6147], [-1.0194, -2.1768, -5.4924], [2.3557, 1.7768, -2.2743], [2.5373, 2.4679, -3.8810], [3.6752, 1.2446, -3.3038], [3.3142, -1.5755, -3.8176], [3.2560, -0.9067, -5.4577], [2.0557, -2.0794, -4.9359], [-0.0892, 1.5285, -5.4415], [0.3852, 0.0411, -6.2494], [1.4884, 1.4179, -6.2094], [0.8551, -0.8176, -1.8708], [1.5847, -0.1948, -0.9955], [1.1587, 0.8073, -0.3800], [2.9402, -0.6739, -0.7424], [3.8373, 0.1475, -0.0731], [5.1198, -0.2984, 0.2435], [5.4347, -1.5851, -0.1244], [6.5914, -2.2478, 0.0918], [6.4439, -3.5327, -0.5263], [5.1056, -3.6237, -1.0197], [4.5380, -2.4083, -0.7966], [3.2841, -1.9863, -1.1299], [3.5304, 1.1498, 0.1897], [5.8280, 0.3245, 0.7668], [6.6125, -4.3123, 0.2176], [7.1481, -3.6161, -1.3575], [2.5815, -2.6213, -1.6467], [-3.0549, 3.8115, 3.9662], [-2.4910, 2.9685, 2.8518], [-1.0582, 3.1620, 2.8134], [-0.2346, 2.6613, 1.5622], [1.2505, 3.0387, 1.9387], [1.9895, 2.2196, 2.8883], [3.1291, 3.0432, 3.4257], [-0.5837, 3.6711, 0.3940], [-0.4702, 5.1089, 0.5762], [-1.7600, 5.7561, 0.1398], [-4.1345, 3.6734, 4.0147], [-2.8458, 4.8675, 3.7996], [-2.6268, 3.5203, 4.9231], [-2.9121, 3.2662, 1.8893], [-2.6837, 1.9082, 3.0038], [2.3365, 1.3311, 2.3548], [1.3206, 1.8996, 3.6813], [3.7729, 3.3910, 2.6182], [3.7225, 2.4346, 4.1092], [2.7582, 3.9111, 3.9682], [0.3732, 5.4325, -0.0337], [-0.2437, 5.3289, 1.6205], [-1.9560, 5.5657, -0.9146], [-1.6961, 6.8343, 0.2858], [-2.6011, 5.3838, 0.7249]], "lowdin_charge": [1.00, -0.06, -0.56, -0.04, -0.04, -0.16, -0.07, -0.53, 0.98, -0.38, -0.34, -0.07, 0.03, -0.52, -0.03, -0.06, -0.03, 0.09, 0.08, 0.09, 0.09, 0.09, 0.08, 0.09, 0.08, 0.09, 0.10, 0.10, 0.10, 0.05, 0.09, 0.09, 0.09, 0.08, 0.05, 0.09, 0.09, -0.11, -0.40, 0.49, -0.12, -0.15, -0.34, 0.49, -0.15, -0.14, -0.17, 0.52, -0.13, -0.14, -0.16, 0.09, 0.07, 0.08, 0.05, 0.02, 0.03, 0.05, 0.04, 0.04, -0.05, 0.05, 0.04, 0.02, 0.02, 0.05, 0.00, 0.04, 0.04, 0.02, 0.04, 0.05, 0.03, 0.05, 0.02, 0.02, 0.04, 0.04, -0.19, -0.54, -0.14, -0.15, 0.01, 0.05, -0.20, 0.06, -0.10, 0.05, -0.19, 0.08, 0.12, 0.13, 0.14, 0.14, 0.11, -0.04, -0.27, -0.24, 0.56, -0.21, -0.25, -0.05, -0.26, -0.23, -0.06, 0.09, 0.08, 0.07, 0.10, 0.09, 0.11, 0.08, 0.08, 0.09, 0.09, 0.13, 0.12, 0.08, 0.09, 0.07]}

***

ΔE to the lowest compared entry with this formula, charge and spin list, top to bottom, in kJ/mol: 270.0; 1178.7; 535.7; 270.8; 265.7; 76.2
Max |F| list, top to bottom, in eV Å⁻¹: 5.27; 11.90; 0.49; 4.02; 3.20; 2.87